This record from the Open Molecules 2025 dataset describes a structure of composition C20H16AlB3Br8O26V at a distorted geometry. The level of theory is ωB97M-V/def2-TZVPD.

```
! wB97M-V def2-TZVPD RIJCOSX def2/J DEFGRID3
* xyz 1 1
O 7.19 0.65 -1.38
V 6.34 1.90 -0.91
O 6.66 2.38 0.62
Al -9.37 2.31 -2.51
O -5.08 0.19 1.20
C -4.14 -0.62 1.03
O -2.91 -0.69 1.60
B -2.08 -1.61 0.78
O -3.09 -2.40 -0.01
C -4.20 -1.78 -0.07
O -5.23 -1.98 -0.74
O -1.04 -0.73 0.18
C 0.18 -1.09 0.63
O 1.30 -0.66 0.21
C -0.03 -2.27 1.59
O -1.32 -2.45 1.69
O 0.82 -2.94 2.18
O 0.74 6.73 -4.57
C 0.25 6.79 -3.44
O -1.00 7.42 -3.13
B -1.38 7.15 -1.76
O -0.17 6.55 -1.10
C 0.75 6.21 -2.11
O 1.73 5.58 -1.85
O -2.43 6.14 -1.49
C -3.47 6.68 -0.99
O -4.46 5.97 -0.71
C -3.19 8.13 -0.62
O -2.00 8.35 -1.04
O -3.99 8.93 -0.08
O -2.96 1.26 -4.66
C -1.89 0.88 -5.04
O -0.83 1.55 -5.25
B 0.24 0.68 -5.81
O -0.39 -0.67 -5.84
C -1.68 -0.56 -5.67
O -2.47 -1.53 -5.87
O 0.50 1.26 -7.16
C 1.81 1.46 -7.24
O 2.42 1.90 -8.22
C 2.35 1.20 -5.83
O 1.46 0.83 -5.06
O 3.52 1.40 -5.51
Br -1.55 -8.87 -4.26
C -1.25 -7.05 -3.49
C 0.13 -6.91 -2.80
Br 0.22 -7.93 -1.10
H -2.08 -6.79 -2.82
H -1.28 -6.34 -4.31
H 0.34 -5.88 -2.51
H 0.88 -7.25 -3.51
Br 6.49 -6.08 -0.33
C 6.60 -7.72 0.67
C 7.11 -8.77 -0.27
Br 9.05 -8.32 -0.60
H 5.59 -7.97 1.01
H 7.28 -7.57 1.51
H 6.63 -8.97 -1.23
H 7.22 -9.72 0.24
Br 2.83 0.05 10.02
C 3.56 1.07 8.41
C 2.58 0.91 7.21
Br 2.96 2.30 5.77
H 4.55 0.64 8.26
H 3.85 2.07 8.73
H 1.54 0.89 7.53
H 2.76 -0.05 6.73
Br -3.65 3.90 5.52
C -5.40 3.74 6.37
C -5.44 2.62 7.37
Br -7.19 2.78 8.31
H -6.16 3.55 5.61
H -5.59 4.70 6.85
H -4.67 2.88 8.09
H -5.42 1.59 7.03
*
```

Its energy above the lowest of the compared OMol25 structures with the same formula, charge and spin is 112.4 kJ/mol. For the LUMO energy, the calculation gives -10.04 eV. Its orbital gap is 1.0 eV.

=====

This record from the Open Molecules 2025 dataset describes an isolated molecule of CH3ClN2O2 at a distorted geometry. The level of theory is ωB97M-V/def2-TZVPD.

```
! wB97M-V def2-TZVPD RIJCOSX def2/J DEFGRID3
* xyz 0 1
O 0.74 0.73 -1.71
N 0.12 0.18 -0.48
C -1.15 0.64 0.08
Cl -0.96 0.39 1.86
N 0.66 -0.67 0.27
O 1.92 -1.08 -0.13
H -1.40 1.64 -0.01
H -1.94 0.05 -0.25
H 2.01 -1.88 0.38
*
```

Its energy above the lowest of the compared OMol25 structures with the same formula, charge and spin is 320.3 kJ/mol. The SMILES is [O-]/[N+](CCl)=N\O. For the LUMO energy (spin up / spin down), the calculation gives -0.06 / -0.06 eV. Its orbital gap (spin up / spin down) is 9.6 / 9.6 eV.

=====

This record from the Open Molecules 2025 dataset describes a structure of composition C36H28N5O3STi. The level of theory is ωB97M-V/def2-TZVPD.

```
! wB97M-V def2-TZVPD RIJCOSX def2/J DEFGRID3
* xyz -1 1
Ti 0.09 0.11 0.02
O -2.46 3.18 -1.20
C -1.63 2.26 -1.21
N -1.72 1.03 -0.71
C -2.93 0.55 -0.17
C -4.19 1.07 -0.46
C -5.33 0.49 0.08
C -5.22 -0.61 0.91
C -3.97 -1.16 1.19
C -2.82 -0.59 0.64
N -1.51 -1.02 0.88
C -1.25 -2.22 1.42
O -2.02 -3.14 1.72
C 0.20 -2.40 1.80
C 0.59 -3.56 2.46
C 1.89 -3.67 2.92
C 2.76 -2.61 2.71
C 2.29 -1.50 2.03
N 1.05 -1.40 1.56
C -0.36 2.46 -1.99
C -0.15 3.60 -2.75
C 0.95 3.65 -3.58
C 1.79 2.55 -3.64
C 1.53 1.47 -2.82
N 0.50 1.44 -1.98
H -4.27 1.94 -1.09
H -6.30 0.91 -0.15
H -6.10 -1.06 1.35
H -3.88 -2.03 1.82
H -0.15 -4.33 2.61
H 2.22 -4.56 3.43
H 3.78 -2.63 3.07
H 2.95 -0.66 1.85
H -0.88 4.40 -2.68
H 1.14 4.52 -4.20
H 2.64 2.52 -4.31
H 2.17 0.59 -2.82
C 2.67 2.62 0.03
C 3.24 1.24 -0.10
C 4.65 1.12 0.05
C 5.26 -0.07 -0.19
C 4.50 -1.16 -0.65
C 5.10 -2.40 -0.98
C 4.31 -3.41 -1.45
C 2.93 -3.23 -1.61
C 2.29 -2.04 -1.30
S 0.59 -1.87 -1.56
C 3.10 -0.98 -0.78
N 2.49 0.20 -0.42
H 3.05 3.21 -0.81
H 3.02 3.08 0.96
H 1.59 2.64 0.02
H 5.20 2.00 0.36
H 6.33 -0.19 -0.07
H 6.17 -2.51 -0.86
H 4.75 -4.37 -1.70
H 2.33 -4.05 -2.00
C -1.32 3.01 2.12
C 0.04 2.39 2.19
O 0.27 1.40 1.37
C 1.04 2.80 3.11
C 2.24 2.06 3.25
C 3.23 2.45 4.13
C 3.10 3.61 4.90
C 1.92 4.35 4.77
C 0.92 3.97 3.91
H -2.05 2.23 1.91
H -1.40 3.74 1.31
H -1.62 3.51 3.05
H 2.36 1.15 2.68
H 4.13 1.84 4.21
H 3.88 3.91 5.59
H 1.80 5.26 5.36
H 0.04 4.59 3.82
*
```

For the LUMO energy (spin up / spin down), the calculation gives 2.22 / 2.22 eV. Its orbital gap (spin up / spin down) is 4.6 / 4.6 eV.